198
Properties=species:S:1:pos:R:3 method="wB97M-V/def2-TZVPD" charge=0 e_lumo_ev=0.471 total_energy_ha=-3552.704563 largest_force_ev_per_a=3.586 de_lowest_kj_mol=324.1
C 10.964 25.977 3.717
O 12.306 25.757 4.088
H 10.653 25.871 2.678
H 10.353 25.387 4.399
H 10.831 27.052 3.834
H 12.459 26.293 4.870
C 18.318 27.912 -2.578
O 18.121 27.053 -3.638
H 18.954 27.543 -1.774
H 18.695 28.901 -2.841
H 17.302 28.144 -2.258
H 18.777 27.012 -4.337
C 19.210 24.225 -0.738
O 19.081 22.777 -0.939
H 18.345 24.694 -1.208
H 19.135 24.647 0.264
H 20.051 24.659 -1.279
H 19.021 22.538 -1.867
C 13.012 25.984 7.416
O 13.268 27.085 6.676
H 12.853 25.130 6.757
H 13.731 25.869 8.227
H 12.114 26.010 8.033
H 13.631 27.754 7.260
C 12.522 23.354 -0.769
O 12.644 24.062 0.436
H 12.821 24.023 -1.575
H 13.159 22.470 -0.743
H 11.457 23.190 -0.936
H 13.383 23.647 0.888
C 21.529 26.947 0.968
O 20.292 27.582 0.834
H 21.165 25.930 0.821
H 22.187 27.225 0.145
H 21.915 27.064 1.980
H 20.532 28.504 0.948
C 15.923 23.812 1.175
O 15.013 23.207 2.030
H 16.879 23.818 1.699
H 16.037 23.228 0.262
H 15.728 24.839 0.865
H 15.142 23.652 2.871
C 14.421 21.168 6.565
O 15.069 22.426 6.570
C 14.475 23.175 5.475
C 15.404 24.326 5.199
N 15.134 25.186 4.034
C 15.835 26.393 3.854
C 17.302 26.428 3.428
O 18.237 25.895 4.386
C 19.644 26.045 4.021
H 14.690 20.491 5.755
H 13.345 20.996 6.600
H 14.919 20.770 7.449
H 13.400 23.346 5.424
H 14.630 22.593 4.567
H 16.403 23.962 4.958
H 15.703 24.936 6.051
H 14.163 25.463 4.048
H 15.846 26.994 4.763
H 15.324 26.946 3.066
H 17.587 27.470 3.280
H 17.559 25.944 2.486
H 20.293 25.338 4.537
H 19.966 26.975 4.491
H 19.977 25.921 2.990
C 20.377 17.965 -1.275
O 20.518 18.189 0.078
C 21.148 19.430 0.410
C 21.489 19.551 1.931
N 22.153 20.802 2.347
C 21.564 22.059 1.753
C 20.257 22.554 2.495
O 20.020 21.811 3.730
C 18.635 21.868 4.156
H 19.860 18.698 -1.894
H 19.654 17.171 -1.457
H 21.232 17.669 -1.883
H 20.573 20.244 -0.030
H 22.123 19.415 -0.077
H 22.171 18.730 2.155
H 20.582 19.344 2.499
H 22.005 20.830 3.345
H 21.345 21.941 0.692
H 22.281 22.879 1.788
H 19.370 22.403 1.880
H 20.234 23.597 2.810
H 18.140 22.839 4.198
H 18.509 21.377 5.121
H 18.070 21.325 3.398
C 15.549 15.872 9.206
O 14.452 15.888 8.283
C 13.456 14.846 8.423
C 12.291 15.386 7.710
N 12.589 15.879 6.341
C 11.545 16.793 5.902
C 11.801 17.455 4.504
O 12.862 18.484 4.506
C 12.810 19.251 3.328
H 16.243 16.698 9.047
H 16.265 15.078 8.995
H 15.246 15.914 10.252
H 13.270 14.796 9.496
H 13.770 13.910 7.960
H 11.844 16.210 8.267
H 11.445 14.703 7.645
H 13.343 16.529 6.513
H 11.399 17.664 6.541
H 10.579 16.290 5.917
H 10.849 17.883 4.190
H 11.949 16.621 3.818
H 13.011 18.604 2.474
H 13.552 20.043 3.426
H 11.845 19.726 3.154
C 19.224 18.417 -4.564
O 18.052 19.100 -4.430
C 17.031 18.869 -5.404
C 15.764 19.601 -4.865
N 15.955 21.092 -4.699
C 14.924 21.768 -3.945
C 15.344 23.234 -3.889
O 14.236 24.044 -3.497
C 14.544 25.491 -3.524
H 20.058 18.888 -4.044
H 19.528 18.501 -5.607
H 19.228 17.347 -4.352
H 16.866 17.791 -5.395
H 17.462 19.201 -6.349
H 15.440 19.170 -3.918
H 14.865 19.550 -5.478
H 16.896 21.224 -4.356
H 14.777 21.307 -2.968
H 13.992 21.629 -4.493
H 15.618 23.579 -4.886
H 16.177 23.386 -3.203
H 13.615 26.055 -3.600
H 15.201 25.688 -4.371
H 15.100 25.716 -2.614
C 10.436 22.109 5.676
C 9.369 22.327 6.632
C 9.038 23.773 6.973
O 8.138 21.683 6.231
H 9.972 22.124 4.689
H 11.050 21.213 5.767
H 11.197 22.889 5.717
H 9.688 21.839 7.553
H 8.462 24.323 6.229
H 9.922 24.376 7.180
H 8.484 23.844 7.908
H 8.393 20.772 6.068
C 10.034 22.713 1.912
C 9.187 21.436 1.620
C 7.764 21.759 1.769
O 9.555 20.944 0.402
H 9.651 23.179 2.820
H 9.773 23.454 1.158
H 11.122 22.657 1.942
H 9.407 20.686 2.380
H 7.051 20.939 1.842
H 7.483 22.279 0.854
H 7.536 22.444 2.587
H 9.363 20.004 0.359
C 8.843 27.118 -0.927
C 10.130 26.311 -0.740
C 11.182 26.556 -1.817
O 10.786 26.711 0.419
H 9.045 28.059 -1.439
H 8.311 27.306 0.005
H 8.099 26.644 -1.567
H 10.023 25.264 -0.457
H 11.238 25.816 -2.615
H 12.226 26.631 -1.514
H 10.910 27.475 -2.336
H 11.451 26.044 0.604
C 16.248 18.318 1.797
C 16.297 18.671 0.313
C 16.624 20.103 0.102
O 17.283 17.825 -0.235
H 15.280 18.641 2.178
H 16.936 18.828 2.471
H 16.276 17.243 1.976
H 15.331 18.546 -0.176
H 16.691 20.241 -0.977
H 17.627 20.329 0.465
H 15.855 20.774 0.486
H 18.177 18.155 -0.126
C 19.300 23.757 -4.216
C 18.851 22.436 -4.657
C 19.900 21.936 -5.634
O 18.755 21.730 -3.471
H 18.614 24.276 -3.547
H 19.153 24.413 -5.074
H 20.270 23.731 -3.719
H 17.928 22.448 -5.238
H 20.935 21.888 -5.295
H 19.854 22.467 -6.585
H 19.579 20.958 -5.993
H 18.964 20.810 -3.654

51
Properties=species:S:1:pos:R:3 method="wB97M-V/def2-TZVPD" spin_multiplicity=2 charge=+1 e_lumo_ev="-3.307 / -11.097" total_energy_ha=-1298.978151 largest_force_ev_per_a=2.805 de_lowest_kj_mol=185.7
O 1.857 -3.217 -0.505
H 1.540 -2.755 0.292
H 1.019 -3.537 -0.852
O 0.522 -3.420 3.244
H 0.409 -2.559 2.820
H 0.800 -3.870 2.429
O 0.463 0.309 -4.503
H 0.486 0.689 -5.388
H 0.966 -0.510 -4.554
O 0.044 5.276 0.302
H 0.591 6.063 0.454
H -0.770 5.789 0.171
O -1.191 -4.496 -1.826
H -1.000 -4.252 -0.902
H -0.476 -5.048 -2.153
O -0.222 -1.617 5.099
H 0.719 -1.790 5.145
H -0.780 -2.395 5.146
O 1.808 -0.941 0.899
H 1.822 -0.868 -0.065
H 2.456 -0.298 1.216
O 2.999 3.534 -3.779
H 2.970 3.814 -2.851
H 2.076 3.424 -4.032
O -2.263 -1.956 -3.660
H -1.585 -1.327 -3.922
H -1.921 -2.719 -3.180
O 3.822 2.979 -1.137
H 3.793 3.376 -0.273
H 3.258 2.579 -1.789
O -2.128 2.914 -2.272
H -1.649 2.085 -2.461
H -1.696 3.375 -1.530
O 1.116 2.271 -1.952
H 1.300 1.618 -2.651
H 1.144 1.754 -1.138
O -1.594 -4.693 0.783
H -2.297 -4.389 0.201
H -1.590 -4.333 1.674
O -0.454 0.150 2.640
H -0.193 0.184 3.566
H -0.273 -0.735 2.321
O -3.076 3.191 1.218
H -2.184 3.561 1.263
H -2.997 2.316 1.620
O -2.114 0.494 4.876
H -2.529 0.394 4.015
H -1.469 -0.235 4.872
O -0.572 -0.099 0.001
H 0.236 0.240 0.412
H -1.193 -0.320 0.697

12
Properties=species:S:1:pos:R:3 method="wB97M-V/def2-TZVPD" charge=0 smiles="N=C=C[C@@H]1CC1=O" e_lumo_ev=0.439 total_energy_ha=-323.373858 largest_force_ev_per_a=4.033 de_lowest_kj_mol=382.9
C 0.565 -0.420 -0.437
C -0.928 -0.160 -0.674
C 1.728 0.434 0.096
C -1.896 0.465 -0.059
C 1.307 -0.685 0.866
N -2.848 1.105 0.323
O 2.576 1.175 -0.314
H 0.960 -1.044 -1.315
H -1.302 -0.813 -1.522
H 0.907 -0.561 1.859
H 1.944 -1.527 0.992
H -3.013 2.031 0.183